# 1
# C41H91N6O6

A cluster of 7 separate species, C41H91N6O6 in total at a distorted geometry (the ωB97M-V functional and the def2-TZVPD basis, the OMol25 dataset).

Geometry as XYZ:
```
144
Properties=species:S:1:pos:R:3
H -6.32 2.02 -3.57
C 6.93 -6.53 -4.96
N 6.16 -4.36 -3.94
H -6.74 -5.08 3.44
H 6.43 -4.05 6.07
H 3.10 2.57 -3.64
C 4.44 -4.61 4.34
C 6.07 -5.05 6.29
H -4.08 -0.31 4.91
H 0.91 7.46 -4.36
H 3.80 4.05 -3.39
H 2.64 6.53 -5.78
H 3.50 -4.51 7.53
N 4.60 -5.14 5.82
C 6.90 -4.08 -5.31
C -3.64 3.59 1.14
H 8.43 -1.41 -1.01
N 1.72 4.19 -3.93
H -6.05 5.57 -5.18
O -2.91 4.25 0.41
H 3.82 1.47 -1.01
H 5.39 -4.35 3.89
H 1.03 5.94 -6.52
H 2.97 -3.12 3.45
C -7.14 -0.78 4.02
H 1.60 2.61 -1.64
H 5.73 -6.33 -3.14
H -7.59 4.16 -2.93
C 0.82 6.39 -4.53
H -7.78 9.55 -4.25
C -7.83 8.54 -2.24
H 4.21 -3.94 -4.76
N -1.44 -2.29 -1.39
H -5.10 0.30 7.70
N -6.18 -1.96 4.45
H 7.88 -5.41 -6.56
H -8.71 9.10 -1.92
C -6.93 -3.28 4.55
H 8.20 -2.49 -3.34
C -8.38 6.93 -5.04
H -6.41 -3.78 5.37
H -3.59 -0.63 7.26
C -5.22 -3.73 2.94
H 1.66 3.75 -6.01
H 4.53 3.04 -0.74
H 7.53 -7.26 -4.44
H -7.91 6.96 -6.02
C 0.33 3.44 -3.92
H 7.77 -2.79 -0.42
H 6.09 -3.97 -6.04
O -4.64 4.13 1.72
H -2.60 2.27 0.84
H -7.60 3.72 -4.67
H -9.01 7.81 -4.89
H 0.67 2.69 -4.64
H -5.30 3.00 -4.64
H 4.11 -5.45 3.73
H 6.52 -7.09 -5.80
H 7.88 -4.88 -2.67
C 2.70 -3.73 5.60
H -4.01 -2.14 3.75
H 5.42 -4.95 8.48
H -9.03 6.06 -4.95
H 2.17 4.00 -1.09
C 7.76 -5.35 -5.47
H -3.82 1.17 7.04
C 4.82 -3.62 -3.92
H -5.60 0.41 5.55
H 3.28 -6.64 5.42
C 7.02 -4.21 -2.66
C 2.87 3.53 -3.18
C -4.27 0.18 7.00
C 4.17 -6.61 6.05
H 4.09 -2.52 4.62
H -7.85 -0.66 4.83
H -6.50 10.04 -3.34
H 6.46 -4.56 -1.80
C 1.49 5.61 -3.46
C 2.53 3.17 -1.69
C -6.63 -4.01 3.22
H -5.09 -1.70 2.51
H 4.93 -5.97 -4.74
C 5.83 -5.89 -4.13
C -6.99 4.08 -3.84
C 3.50 -3.39 4.36
H 2.32 6.12 -2.97
H 9.31 -2.96 -1.34
H 0.25 3.10 -2.89
H -7.71 -1.17 3.17
H 8.41 -5.36 7.93
H 4.39 -3.16 6.81
C -4.79 -0.30 5.74
H 4.97 -2.55 -4.05
H -6.46 0.02 3.70
H 7.62 -5.29 9.56
H 2.17 -2.84 5.95
C 6.24 -5.34 7.87
O -1.02 -1.24 -0.89
C 3.79 -4.05 6.59
H -5.01 -2.47 6.11
H 6.18 -6.42 7.97
H -7.55 6.26 -1.92
H -4.67 -4.54 3.41
H 4.48 -3.66 -2.88
C -6.41 5.53 -4.15
O -0.66 -3.15 -1.59
H -5.05 -3.81 1.87
H -5.59 7.78 -3.25
C -5.60 -1.58 5.87
H -5.16 3.12 -2.96
H -7.21 8.45 -1.34
H 0.92 5.49 -2.54
H 6.60 -2.12 -2.69
C 7.57 -4.99 8.51
H -7.99 -3.25 4.78
H 4.97 -7.18 5.57
H -8.97 6.68 -2.61
C -7.94 7.01 -2.61
H 3.24 2.37 0.23
H 7.62 -3.26 -5.33
C -6.29 8.00 -4.05
H 4.12 -6.64 7.14
H -7.17 -3.91 2.28
H -5.68 5.58 -3.34
C 3.58 2.51 -0.80
N -7.29 6.80 -4.01
C 2.10 4.54 -5.40
C 8.34 -2.46 -1.29
H 7.58 -3.90 8.53
H -5.66 8.26 -4.90
H 3.18 4.40 -5.44
C -5.92 3.02 -3.74
H -0.16 6.02 -4.83
C -5.04 -2.30 3.42
C 7.48 -2.75 -2.56
H -0.55 3.95 -4.31
C -7.14 9.17 -3.46
H 8.74 -5.32 -5.00
H 2.03 -4.55 5.33
O -2.56 -2.37 -1.89
C 1.71 5.97 -5.67
H 6.56 -5.73 5.59
O -3.31 2.30 1.48
H -6.43 -1.45 6.56
```

Summary:
ΔE to the lowest compared entry with this formula, charge and spin	156.00	kcal/mol
Kohn-Sham gap	4.69	eV
total charge	+3
HOMO level	-9.63	eV


# 2
# C21H22N2O5

The molecule C21H22N2O5 (the ωB97M-V functional and the def2-TZVPD basis, the OMol25 dataset).

Geometry as XYZ:
```
50
Properties=species:S:1:pos:R:3
O -0.08 -1.71 -2.74
C -1.92 -0.53 -0.47
C -1.25 -0.42 2.20
N -0.49 -4.82 -1.18
H -0.70 -3.47 1.57
H 3.15 2.70 3.29
H -0.50 0.68 -3.58
H 2.16 0.47 0.57
H -0.16 -5.32 -3.99
H 1.51 -1.61 -0.58
C 2.74 3.99 1.62
C -2.09 0.66 0.22
C -1.10 -1.61 1.51
H -2.49 1.51 -0.29
H 3.77 4.25 1.40
C 2.58 3.61 3.10
H -2.11 3.81 2.50
C 0.41 -0.59 -2.13
O -1.76 1.85 2.32
C -2.16 3.06 1.71
C -1.38 -1.65 0.13
H 1.05 3.15 4.54
C 1.41 3.00 -0.08
H 0.14 2.77 -2.40
C 0.56 -4.71 -3.45
H -2.21 -0.57 -1.51
O 2.41 2.87 0.80
C 0.08 0.65 -2.67
O -0.66 -2.70 2.18
H 0.68 2.60 2.91
C -1.71 0.73 1.56
H -1.00 -0.38 3.25
H 0.90 -3.91 -4.11
H -3.18 3.00 1.33
H 1.41 -5.33 -3.17
N -1.01 -4.06 -0.22
H -1.48 3.35 0.90
H 3.02 4.42 3.69
H 0.56 4.31 3.31
O 0.78 4.02 -0.25
C -0.06 -4.10 -2.25
H -0.46 -5.82 -1.06
C 1.57 0.51 -0.33
C 0.43 1.80 -2.01
H 2.08 4.82 1.36
C 1.13 3.41 3.49
C -0.97 -2.81 -0.66
C -0.35 -2.79 -1.94
C 1.16 1.75 -0.82
C 1.21 -0.65 -0.98
```

Summary:
ΔE to the lowest compared entry with this formula, charge and spin	53.72	kcal/mol
Kohn-Sham gap	8.55	eV
total charge	0
HOMO level	-7.89	eV


# 3
# C2H3NS

The molecule C2H3NS at a distorted geometry (the ωB97M-V functional and the def2-TZVPD basis, the OMol25 dataset).

Geometry as XYZ:
```
7
Properties=species:S:1:pos:R:3
C -0.05 0.99 -0.36
C 0.97 -0.11 -0.14
H -0.18 1.58 0.64
H 0.37 1.71 -1.09
H -0.94 0.36 -0.79
N -0.22 -2.92 1.19
S 0.05 -1.59 0.55
```

Summary:
ΔE to the lowest compared entry with this formula, charge and spin	160.48	kcal/mol
Kohn-Sham gap (alpha / beta)	6.96 / 6.86	eV
total charge	0
HOMO level (alpha / beta)	-8.61 / -8.54	eV


# 4
# C24H30ClN3O2

A structure of composition C24H30ClN3O2 at a distorted geometry (the ωB97M-V functional and the def2-TZVPD basis, the OMol25 dataset).

Geometry as XYZ:
```
60
Properties=species:S:1:pos:R:3
H -5.34 0.61 -2.04
C 0.29 1.23 -0.52
H 1.54 -2.42 0.80
H -5.35 1.26 0.24
C 5.05 0.51 0.71
O 2.61 -0.82 3.05
H -5.51 -3.39 0.30
C -3.66 -3.38 -0.67
C 6.84 -0.86 0.50
H -3.11 3.52 0.63
C -4.20 -0.83 -1.18
C 7.55 -0.35 -0.50
C -5.14 -1.62 -0.32
H -4.35 1.49 2.53
H 5.00 1.90 -1.00
H -4.53 2.72 -0.67
C 6.66 0.89 -0.94
H -0.77 -1.75 0.25
H 3.36 1.88 0.49
C -4.35 1.66 -0.32
H -1.54 0.51 -0.56
H 2.62 -1.37 -0.93
O 1.16 2.25 -0.93
C -2.67 -2.73 -1.34
C -2.52 2.64 0.74
C 3.74 0.86 0.86
C -3.59 0.84 1.93
H 3.66 1.03 2.17
H 5.46 -1.30 1.82
C -4.80 -2.79 -0.28
H 0.60 -0.71 -1.65
H 0.59 -2.31 2.27
C -1.72 2.75 -0.48
H -1.87 2.44 1.42
H 7.58 -1.94 0.84
H -0.78 3.51 -0.32
H -0.30 -0.19 1.28
H -6.05 -1.08 -0.04
H -2.68 0.75 2.40
N -3.18 1.41 0.55
C 5.73 -0.56 0.97
H -3.68 1.02 -2.13
H -3.99 -0.13 1.99
H -2.09 2.82 -1.40
Cl 9.15 -0.80 -1.36
C 2.14 -0.93 1.94
C 1.10 -1.70 1.33
H -3.37 -4.34 -0.28
N 2.77 -0.03 0.77
H 7.11 1.43 -2.08
C 0.05 -1.01 0.46
C -4.40 0.51 -1.71
H -1.77 -3.33 -1.79
H -2.38 -0.71 -2.37
N -0.98 1.48 -0.75
C 2.29 -0.61 -0.54
H 2.76 0.36 -1.24
C -3.03 -1.16 -1.64
C 5.48 1.15 -0.60
C 0.83 -0.28 -0.64
```

Summary:
ΔE to the lowest compared entry with this formula, charge and spin	477.44	kcal/mol
Kohn-Sham gap	8.75	eV
total charge	0
HOMO level	-8.42	eV